(1)
Entry from the OMol25 dataset: 2 unconnected molecules or ions with the total composition C3H6OS (ωB97M-V/def2-TZVPD).

Each atom is followed by the atoms it is bonded to, with distances in Å.
Atoms and positions in Å:
1 C -1.603 -0.872 0.255  C2 1.340, H6 1.123, H7 1.038
2 C -0.773 0.030 -0.286  C1 1.340, C3 1.524, H8 0.997
3 C 0.569 0.396 0.338  C2 1.524, O4 1.399, S5 1.781
4 O 0.876 1.749 0.154  C3 1.399, H10 0.935
5 S 1.885 -0.704 -0.141  C3 1.781, H11 1.317
6 H -2.593 -1.101 -0.223  C1 1.123
7 H -1.271 -1.495 1.016  C1 1.038
8 H -0.780 0.393 -1.215  C2 0.997
9 H 0.347 0.058 1.794  no bonds
10 H 1.677 1.836 -0.319  O4 0.935
11 H 1.668 -0.290 -1.373  S5 1.317

Calculated values
- energy above the lowest of the compared OMol25 structures with the same formula, charge and spin (kJ/mol) = 292.51

(2)
Entry from the OMol25 dataset: C3H6OS in the gas phase (ωB97M-V/def2-TZVPD).

Each atom is followed by the atoms it is bonded to, with distances in Å.
Atoms and positions in Å:
1 C 1.306 0.007 -0.101  C2 1.535, H4 1.147, H5 1.112, H6 1.114
2 C 0.083 -0.906 0.065  C1 1.535, C3 1.580, H7 1.101, H8 1.050
3 C -1.096 0.141 -0.045  C2 1.580, O10 1.301, S11 1.602
4 H 2.369 -0.426 -0.082  C1 1.147
5 H 1.288 0.757 0.720  C1 1.112
6 H 1.302 0.481 -1.110  C1 1.114
7 H -0.065 -1.401 1.037  C2 1.101
8 H -0.034 -1.683 -0.631  C2 1.050
9 H -1.685 1.878 0.217  O10 1.006
10 O -0.821 1.412 -0.002  C3 1.301, H9 1.006
11 S -2.646 -0.260 -0.068  C3 1.602

Calculated values
- energy above the lowest of the compared OMol25 structures with the same formula, charge and spin (kJ/mol) = 76.31
- structure (SMILES) = CCC(O)=S

(3)
Entry from the OMol25 dataset: C3H6OS in the gas phase (ωB97M-V/def2-TZVPD).

Each atom is followed by the atoms it is bonded to, with distances in Å.
Atoms and positions in Å:
1 C 1.697 -0.065 -0.026  H4 1.046, H5 1.175, H6 1.163, O10 1.394
2 C -0.560 0.479 -0.024  C3 1.421, H7 1.101, H8 1.063, O10 1.418
3 C -1.700 -0.354 0.139  C2 1.421, H9 1.170, S11 1.678
4 H 1.664 0.715 -0.722  C1 1.046
5 H 2.074 -1.112 -0.402  C1 1.175
6 H 2.079 0.295 1.012  C1 1.163
7 H -0.384 1.168 0.818  C2 1.101
8 H -0.487 0.957 -0.970  C2 1.063
9 H -1.444 -1.444 0.480  C3 1.170
10 O 0.401 -0.547 -0.205  C1 1.394, C2 1.418
11 S -3.341 -0.091 -0.099  C3 1.678

Calculated values
- energy above the lowest of the compared OMol25 structures with the same formula, charge and spin (kJ/mol) = 304.49
- structure (SMILES) = COCC=S

(4)
Entry from the OMol25 dataset: C3H6OS in the gas phase (ωB97M-V/def2-TZVPD).

Each atom is followed by the atoms it is bonded to, with distances in Å.
Atoms and positions in Å:
1 C 0.143 -0.034 0.867  C2 1.550, C3 1.550, H5 1.123, S11 1.844
2 C 1.184 -1.070 0.373  C1 1.550, C3 1.507, H6 1.083, H7 1.099
3 C -0.267 -1.258 0.009  C1 1.550, C2 1.507, H8 1.083, O10 1.436
4 H -1.484 1.744 0.172  S11 1.435
5 H -0.274 -0.008 1.910  C1 1.123
6 H 1.808 -0.743 -0.449  C2 1.083
7 H 1.726 -1.770 1.023  C2 1.099
8 H -0.839 -2.052 0.473  C3 1.083
9 H -1.131 -0.245 -1.397  O10 0.987
10 O -0.662 -1.113 -1.364  C3 1.436, H9 0.987
11 S -0.054 1.634 0.105  C1 1.844, H4 1.435

Calculated values
- energy above the lowest of the compared OMol25 structures with the same formula, charge and spin (kJ/mol) = 156.89
- structure (SMILES) = O[C@H]1C[C@H]1S

(5)
Entry from the OMol25 dataset: C3H6OSe in the gas phase (ωB97M-V/def2-TZVPD).

Each atom is followed by the atoms it is bonded to, with distances in Å.
Atoms and positions in Å:
1 C 0.134 -0.764 1.547  C3 1.493, O4 1.214, H6 1.169
2 C 0.217 0.119 -0.792  C3 1.566, H7 1.075, H8 1.147, H9 1.182
3 C -0.287 0.369 0.669  C1 1.493, C2 1.566, Se5 1.999, H10 1.119
4 O 0.879 -0.669 2.500  C1 1.214
5 Se -2.280 0.497 0.748  C3 1.999, H11 1.347
6 H -0.431 -1.774 1.379  C1 1.169
7 H -0.261 -0.755 -1.197  C2 1.075
8 H 1.338 0.265 -0.987  C2 1.147
9 H -0.253 0.933 -1.509  C2 1.182
10 H 0.015 1.404 0.966  C3 1.119
11 H -2.347 0.801 2.058  Se5 1.347

Calculated values
- energy above the lowest of the compared OMol25 structures with the same formula, charge and spin (kJ/mol) = 20.39
- structure (SMILES) = C[C@@H]([SeH])C=O

(6)
Entry from the OMol25 dataset: C3H6P4 in the gas phase (ωB97M-V/def2-TZVPD).

Each atom is followed by the atoms it is bonded to, with distances in Å.
Atoms and positions in Å:
1 C 0.370 1.975 0.669  C2 1.429, C3 1.357, H8 1.054
2 C 0.561 2.329 2.040  C1 1.429, P4 1.745, H9 1.154
3 C 0.180 0.653 0.428  C1 1.357, P5 1.814, P7 2.252
4 P 0.219 1.191 3.318  C2 1.745, P5 2.239
5 P 0.250 -0.488 1.838  C3 1.814, P4 2.239, H10 1.367
6 P 0.186 -2.199 -0.654  P7 2.142, H11 1.509, H12 1.345
7 P 0.145 -0.286 -1.618  C3 2.252, P6 2.142, H13 1.492
8 H 0.230 2.762 -0.018  C1 1.054
9 H 0.719 3.415 2.395  C2 1.154
10 H -1.103 -0.649 1.729  P5 1.367
11 H 0.329 -3.116 -1.844  P6 1.509
12 H 1.513 -2.415 -0.675  P6 1.345
13 H -1.324 -0.457 -1.818  P7 1.492

Calculated values
- energy above the lowest of the compared OMol25 structures with the same formula, charge and spin (kJ/mol) = 54.54
- structure (SMILES) = [PH2]#[PH]C1=[PH]=PC=C1

(7)
Entry from the OMol25 dataset: C3H6S in the gas phase (ωB97M-V/def2-TZVPD).

Each atom is followed by the atoms it is bonded to, with distances in Å.
Atoms and positions in Å:
1 C -0.818 -0.610 -1.183  C2 1.519, S4 1.783, H5 1.087, H6 1.029
2 C -0.489 -0.326 0.273  C1 1.519, C3 1.894, S4 1.710, H7 1.028
3 C 1.078 0.638 0.719  C2 1.894, H8 1.042, H9 1.034, H10 1.085
4 S -1.881 0.500 -0.279  C1 1.783, C2 1.710
5 H -0.016 -0.131 -1.738  C1 1.087
6 H -1.232 -1.500 -1.492  C1 1.029
7 H -0.459 -0.901 1.125  C2 1.028
8 H 1.850 -0.061 0.677  C3 1.042
9 H 0.731 0.802 1.679  C3 1.034
10 H 1.236 1.588 0.220  C3 1.085

Calculated values
- energy above the lowest of the compared OMol25 structures with the same formula, charge and spin (kJ/mol) = 171.59
- structure (SMILES) = C[C@@H]1CS1

(8)
Entry from the OMol25 dataset: C3H6S2 in the gas phase (ωB97M-V/def2-TZVPD).

Each atom is followed by the atoms it is bonded to, with distances in Å.
Atoms and positions in Å:
1 C -0.952 1.776 -0.146  H4 1.023, H5 1.090, H6 1.108, S10 1.744
2 C 0.336 -0.591 0.104  C3 1.530, S10 1.824, S11 1.636
3 C 0.049 -1.818 0.973  C2 1.530, H7 1.061, H8 1.086, H9 1.072
4 H -0.368 1.897 0.685  C1 1.023
5 H -0.337 2.262 -0.903  C1 1.090
6 H -1.869 2.352 0.086  C1 1.108
7 H -1.007 -1.725 0.988  C3 1.061
8 H 0.532 -2.695 0.552  C3 1.086
9 H 0.348 -1.602 1.979  C3 1.072
10 S -1.338 0.075 -0.176  C1 1.744, C2 1.824
11 S 1.719 0.132 -0.385  C2 1.636

Calculated values
- energy above the lowest of the compared OMol25 structures with the same formula, charge and spin (kJ/mol) = 114.74
- structure (SMILES) = CSC(C)=S

Number 1: E_HOMO -9.31 eV, HOMO-LUMO gap 10.04 eV, strongest force on any atom 5.023 eV/Å. Number 2: E_HOMO -8.81 eV, HOMO-LUMO gap 9.33 eV, strongest force on any atom 3.209 eV/Å. Number 3: E_HOMO -8.74 eV, HOMO-LUMO gap 8.37 eV, strongest force on any atom 6.267 eV/Å. Number 4: E_HOMO -9.32 eV, HOMO-LUMO gap 10.01 eV, strongest force on any atom 1.950 eV/Å. Number 5: E_HOMO -9.36 eV, HOMO-LUMO gap 9.83 eV, strongest force on any atom 4.001 eV/Å. Number 6: E_HOMO -8.50 eV, HOMO-LUMO gap 8.08 eV, strongest force on any atom 2.852 eV/Å. Number 7: E_HOMO -8.51 eV, HOMO-LUMO gap 9.61 eV, strongest force on any atom 5.143 eV/Å. Number 8: E_HOMO -8.73 eV, HOMO-LUMO gap 8.53 eV, strongest force on any atom 2.849 eV/Å.